1.
Here is a cluster of 2 separate species, C4H13NO2 in total from the Open Molecules 2025 dataset. Energies are from ωB97M-V/def2-TZVPD.

Its HOMO-LUMO gap is 10.1 eV. The energy comes out at -9942.481 eV. The value obtained for the HOMO energy is -9.3 eV. As for the structure (SMILES): NCCCCO.O. Its lowest unoccupied orbital energy is 0.78 eV.

Element x y z (Å)
N: 1.6655 -1.4783 -0.1954
C: 0.6563 -0.9090 -1.1124
C: 0.5118 0.6093 -0.9018
C: -0.6314 0.7000 0.2159
C: -2.0753 0.7996 -0.3797
O: -2.1241 1.7267 -1.4503
H: 1.1955 -1.8620 0.6399
H: 2.3282 -0.7882 0.1379
H: 1.2374 -0.9824 -2.0290
H: -0.1602 -1.6326 -1.2287
H: 0.3910 1.1112 -1.8470
H: 1.4247 0.8122 -0.3552
H: -0.5493 1.5427 0.9380
H: -0.6164 -0.1713 0.8194
H: -2.6472 1.2301 0.4279
H: -2.3937 -0.1726 -0.7554
H: -1.6870 2.5652 -1.2119
O: 1.1931 -0.8406 3.0415
H: 1.1220 -0.4640 2.1648
H: 1.1592 -1.7958 3.0815

These are the Löwdin partial charges, in e, on atoms 1 to 2: number 1, N, carries -0.024; number 2, C, carries -0.291

***

2.
Here is a structure of composition C26H31ClN4O6OsTe from the Open Molecules 2025 dataset. Energies are from ωB97M-V/def2-TZVPD.

Its HOMO-LUMO gap (alpha / beta) is 5.9 / 5.9 eV. The energy comes out at -67982.027 eV. The value obtained for the HOMO energy (alpha / beta) is -13.7 / -13.7 eV. As for the net charge: +2. Its lowest unoccupied orbital energy (alpha / beta) is -7.85 / -7.86 eV.

Element x y z (Å)
Os: -0.6691 0.0731 0.3449
C: -1.2138 1.9947 3.6190
C: -1.3379 0.5278 3.4505
N: -1.0767 -0.1680 2.3475
C: -1.2644 -1.5068 2.6391
C: -1.6395 -1.6236 3.9364
N: -1.6757 -0.3386 4.4173
C: -1.9843 -2.7463 4.8618
O: -1.9352 -3.9655 4.3713
O: -2.2807 -2.4718 5.9920
C: -1.0440 -2.4984 1.5662
O: -1.1741 -3.6895 1.7439
O: -0.6898 -1.9539 0.4207
H: -1.6551 2.5158 2.7720
H: -0.1592 2.2738 3.6748
H: -1.7015 2.3208 4.5350
H: -1.9164 -0.1337 5.3803
H: -1.6752 -3.9859 3.4211
N: 0.1219 -0.5061 -4.5659
C: 0.2700 -1.6868 -3.6383
C: 0.4487 -1.1979 -2.2133
N: -0.6681 -0.3265 -1.7797
C: -0.8101 0.8242 -2.6947
C: -1.0123 0.3884 -4.1363
H: -0.0327 -0.8295 -5.5233
H: 0.9944 0.0278 -4.5803
H: 1.1266 -2.2725 -3.9659
H: -0.6323 -2.2878 -3.7545
H: 1.3780 -0.6325 -2.1034
H: 0.5007 -2.0544 -1.5430
H: -1.5299 -0.8778 -1.8200
H: 0.0835 1.4438 -2.5873
H: -1.6623 1.4291 -2.3905
H: -1.0488 1.2425 -4.8097
H: -1.9263 -0.1936 -4.2569
Cl: -7.4351 5.0910 -0.0923
C: -6.0511 4.0752 -0.0380
C: -6.1951 2.7477 0.3516
C: -5.0834 1.9294 0.3840
C: -3.8313 2.4473 0.0495
C: -3.6954 3.7844 -0.3265
C: -4.8089 4.5988 -0.3827
C: -2.6566 1.5866 0.1052
O: -2.7368 0.3051 0.0081
O: -1.4739 2.0376 0.2667
H: -7.1716 2.3706 0.6201
H: -5.1794 0.8899 0.6678
H: -2.7173 4.1824 -0.5633
H: -4.7283 5.6344 -0.6809
C: 6.9182 -2.3400 -0.7160
C: 5.6348 -1.6065 -0.4675
C: 5.4524 -0.3012 -0.9161
C: 4.2847 0.4011 -0.6671
C: 4.1794 1.8263 -1.1475
C: 3.2498 -0.2448 0.0434
Te: 1.6207 0.9464 0.5856
C: 3.4073 -1.5652 0.5154
C: 2.3703 -2.2763 1.3382
C: 4.6033 -2.2123 0.2445
H: 7.5611 -1.8016 -1.4090
H: 6.7274 -3.3355 -1.1174
H: 7.4639 -2.4694 0.2205
H: 6.2505 0.1841 -1.4655
H: 5.0342 2.0809 -1.7704
H: 4.1652 2.5283 -0.3104
H: 3.2763 2.0033 -1.7374
H: 1.4041 -2.2823 0.8378
H: 2.2464 -1.7986 2.3139
H: 2.6647 -3.3089 1.5126
H: 4.7410 -3.2225 0.6127

These are the Löwdin partial charges, in e, on atoms 1 to 2: number 1, Os, carries 1.156; number 2, C, carries 0.040

***

3.
Here is a structure of composition C21H32NO5PPtS2 from the Open Molecules 2025 dataset. Energies are from ωB97M-V/def2-TZVPD.

Its HOMO-LUMO gap (alpha / beta) is 8.0 / 7.2 eV. The energy comes out at -68231.174 eV. The value obtained for the HOMO energy (alpha / beta) is -7.8 / -8.1 eV. Its spin multiplicity is 3. Its lowest unoccupied orbital energy (alpha / beta) is 0.22 / -0.94 eV.

Element x y z (Å)
Pt: 0.5570 0.2926 0.3963
S: 4.4335 -0.2094 2.5979
C: 4.7713 -0.1362 0.9238
C: 3.6400 -0.0118 0.1797
C: 2.4492 0.0165 0.9649
C: 2.7398 -0.0713 2.3012
C: 1.7476 -0.0922 3.3662
C: 2.0880 -0.2482 4.7120
C: 1.0896 -0.3174 5.6601
C: -0.2332 -0.2409 5.2475
C: -0.4833 -0.0711 3.8983
N: 0.4692 0.0228 2.9723
H: 5.7921 -0.1798 0.5793
H: 3.6456 0.0622 -0.8938
H: 3.1280 -0.3216 4.9989
H: 1.3373 -0.4395 6.7065
H: -1.0532 -0.3110 5.9477
H: -1.5042 -0.0206 3.5433
C: -2.9962 2.0609 -2.4544
C: -1.9547 3.0526 -2.9505
C: -1.8734 4.2947 -2.0725
C: -2.2210 3.4420 -4.3967
O: -0.7043 2.3396 -2.9695
P: 0.4527 2.3829 -1.8545
O: 1.3079 3.5660 -2.0090
O: -0.1634 2.1075 -0.4668
O: 1.1749 0.9764 -2.1830
C: 1.5171 0.4741 -3.5126
C: 1.8304 1.6090 -4.4784
C: 0.3504 -0.3768 -3.9938
C: 2.7533 -0.3874 -3.3197
H: -3.9621 2.5489 -2.3000
H: -2.6424 1.6177 -1.5258
H: -3.1213 1.2550 -3.1800
H: -2.8223 4.8329 -2.1142
H: -1.0742 4.9496 -2.4169
H: -1.6626 4.0336 -1.0341
H: -3.1950 3.9262 -4.4860
H: -2.2126 2.5554 -5.0321
H: -1.4532 4.1312 -4.7491
H: 0.9538 2.2218 -4.6785
H: 2.1740 1.1737 -5.4182
H: 2.6124 2.2518 -4.0755
H: -0.5406 0.2345 -4.1198
H: 0.1377 -1.1629 -3.2674
H: 0.5997 -0.8430 -4.9489
H: 3.5869 0.2215 -2.9709
H: 3.0364 -0.8358 -4.2730
H: 2.5625 -1.1886 -2.6041
O: -1.7672 -0.1185 0.3340
S: -2.6825 0.3514 1.4433
C: -4.2715 0.7704 0.6609
C: -4.6156 2.2033 1.0594
C: -3.2957 2.9709 1.0717
C: -2.3147 2.0960 1.8364
H: -5.0093 0.0319 0.9680
H: -4.0807 0.6666 -0.4070
H: -5.0640 2.2146 2.0563
H: -5.3431 2.6326 0.3699
H: -3.3910 3.9545 1.5321
H: -2.9321 3.1149 0.0568
H: -2.4478 2.1864 2.9163
H: -1.2672 2.2604 1.5828

These are the Löwdin partial charges, in e, on atoms 1 to 2: number 1, Pt, carries 1.208; number 2, S, carries 1.031

***

4.
Here is a structure of composition C13H33AlClIN2OP2S from the Open Molecules 2025 dataset. Energies are from ωB97M-V/def2-TZVPD.

Its HOMO-LUMO gap (alpha / beta) is 6.1 / 5.9 eV. The energy comes out at -75661.571 eV. The value obtained for the HOMO energy (alpha / beta) is -14.2 / -14.2 eV. As for the net charge: +2. Its lowest unoccupied orbital energy (alpha / beta) is -8.10 / -8.28 eV.

Element x y z (Å)
C: -1.5572 0.1171 -3.5469
C: -0.4515 0.4893 -2.6268
H: -1.2062 -0.3898 -4.4351
H: -2.1633 0.9243 -3.9038
H: -2.2275 -0.5341 -2.9812
O: 0.4937 -0.1992 -2.4482
I: -0.2818 0.7878 0.3668
Al: -4.5258 0.9538 0.2372
P: -3.4251 -1.1264 -0.1694
C: -1.8802 -2.1290 -0.3686
C: -3.9582 -1.6619 1.4807
H: -4.1810 -2.7267 1.4881
H: -4.8510 -3.0239 -0.7662
H: -4.8580 -1.1197 1.7798
H: -5.3631 -1.5238 -1.6079
H: -1.2328 -1.9491 0.4967
H: -3.1708 -1.4376 2.1993
C: -4.5015 -2.1170 -1.2811
H: -2.0796 -3.2105 -0.4380
H: -3.9300 -2.4214 -2.1725
H: -1.3071 -1.8280 -1.2536
P: -0.8771 2.2777 -1.8909
C: 0.8857 2.7156 -1.7558
C: -1.4040 3.1789 -3.4057
H: -2.5306 3.7266 -0.7841
H: -0.9831 4.4947 -1.2173
H: -1.0909 3.4976 0.2242
C: -1.4545 3.6004 -0.7907
H: -2.4889 3.3408 -3.4238
H: -0.9235 4.1612 -3.3443
H: 1.0414 3.4317 -2.5553
H: 1.5382 1.8500 -1.8449
H: -1.1039 2.7283 -4.3548
H: 1.0238 3.1689 -0.7774
Cl: -5.2878 2.1426 -1.2821
C: 5.4339 -2.5299 1.7103
C: 5.1655 -1.1195 2.1671
N: 4.0674 -0.4666 1.4257
C: 2.8599 -1.1097 1.2878
S: 2.1580 -1.2555 -0.2509
N: 2.2910 -1.6385 2.4012
C: 2.1975 -0.8582 3.6510
C: 2.1183 0.6270 3.4351
H: 4.7149 -3.2440 2.1161
H: 6.4212 -2.8156 2.0672
H: 5.4485 -2.6247 0.6210
H: 4.9115 -1.0772 3.2302
H: 6.0512 -0.4960 1.9969
H: 4.3456 -0.0530 0.5354
H: 1.4671 -2.1960 2.1593
H: 1.3097 -1.2117 4.1795
H: 3.0487 -1.1260 4.2836
H: 1.2298 0.8838 2.8515
H: 2.0732 1.1517 4.3909
H: 3.0006 0.9703 2.8947

These are the Löwdin partial charges, in e, on atoms 1 to 2: number 1, C, carries -0.033; number 2, C, carries -0.601

***

5.
Here is a cluster of 5 separate species, C15H38N4O6P in total from the Open Molecules 2025 dataset. Energies are from ωB97M-V/def2-TZVPD.

Its HOMO-LUMO gap is 5.4 eV. The energy comes out at -43703.144 eV. The value obtained for the HOMO energy is -2.8 eV. As for the net charge: -1. Its lowest unoccupied orbital energy is 2.60 eV.

Element x y z (Å)
O: 0.9910 0.5431 2.6870
C: 0.1708 -0.1461 2.1361
O: -0.0729 -0.1614 0.8167
C: 0.6785 -1.2696 0.2084
C: 2.0543 -0.8729 -0.2744
P: 2.1504 0.8475 -1.1817
H: -0.4819 -0.8208 2.7182
H: 0.7805 -2.0208 0.9997
H: 0.0797 -1.6680 -0.6007
H: 2.6959 -0.7716 0.5995
H: 2.4954 -1.6651 -0.8886
H: 0.6834 0.8951 -1.3926
H: 2.2725 0.1909 -2.5123
H: 3.6233 0.7687 -1.0534
H: 2.0363 1.5020 0.1430
H: 2.2438 2.1919 -1.7964
C: 0.4197 3.7300 2.0535
C: 0.6064 5.1971 1.7704
O: 0.1624 5.7182 0.7598
N: 1.2870 5.9383 2.6897
C: 1.8783 5.4884 3.9342
H: -0.1431 3.2875 1.2385
H: 1.3755 3.2099 2.1219
H: -0.1395 3.5967 2.9823
H: 1.3731 6.9096 2.4404
H: 1.4356 6.0340 4.7714
H: 2.9523 5.6849 3.9240
H: 1.7174 4.4263 4.0797
C: -2.7212 1.6292 0.0444
C: -4.0229 2.2736 0.4616
O: -4.9639 1.6225 0.8994
N: -4.1197 3.6227 0.3385
C: -3.1132 4.5465 -0.1606
H: -2.7947 0.5590 0.2042
H: -2.5256 1.8134 -1.0122
H: -1.8942 2.0111 0.6419
H: -5.0058 3.9926 0.6405
H: -2.8714 5.2705 0.6175
H: -3.5078 5.0832 -1.0257
H: -2.2061 4.0286 -0.4486
C: 4.8046 -5.0776 0.2831
C: 4.2172 -4.1633 -0.7689
O: 4.0387 -2.9791 -0.5724
N: 3.8820 -4.7195 -1.9711
C: 4.0138 -6.0991 -2.3915
H: 5.0129 -4.4893 1.1707
H: 4.0995 -5.8685 0.5442
H: 5.7365 -5.5216 -0.0706
H: 3.4962 -4.0546 -2.6230
H: 4.6594 -6.1575 -3.2710
H: 3.0331 -6.4994 -2.6584
H: 4.4392 -6.7096 -1.6024
C: -3.2720 -2.5383 -0.3373
C: -3.3694 -3.5089 -1.4873
O: -2.8442 -4.6102 -1.4649
N: -4.0799 -3.1065 -2.5765
C: -4.7664 -1.8439 -2.7815
H: -2.6799 -2.9867 0.4535
H: -2.7844 -1.6179 -0.6589
H: -4.2642 -2.3101 0.0546
H: -4.1103 -3.7931 -3.3119
H: -5.8289 -2.0270 -2.9546
H: -4.3554 -1.3409 -3.6588
H: -4.6575 -1.1938 -1.9206

These are the Löwdin partial charges, in e, on atoms 1 to 2: number 1, O, carries 0.068; number 2, C, carries -0.382

***

6.
Here is a cluster of 2 separate species, C4H7IN2 in total from the Open Molecules 2025 dataset. Energies are from ωB97M-V/def2-TZVPD.

Its HOMO-LUMO gap (alpha / beta) is 8.6 / 6.7 eV. The energy comes out at -15339.123 eV. The value obtained for the HOMO energy (alpha / beta) is -8.5 / -7.2 eV. Its lowest unoccupied orbital energy (alpha / beta) is 0.07 / -0.52 eV.

Element x y z (Å)
C: -0.7822 -1.0148 -1.2078
C: -0.7315 1.3467 -0.4160
C: 1.9831 -0.6125 0.0945
C: -0.8889 -0.1113 -0.1643
N: -0.7200 -1.7516 -2.0970
N: -1.3001 -0.5097 1.0682
I: 2.4920 0.9486 1.3696
H: -0.0335 1.7840 0.3088
H: -1.6846 1.8637 -0.2982
H: -0.3529 1.5239 -1.4187
H: 2.3631 -0.5154 -0.9057
H: 2.0522 -1.5891 0.5404
H: -1.1306 0.1272 1.8328
H: -1.2660 -1.4896 1.2935

These are the Löwdin partial charges, in e, on atoms 1 to 2: number 1, C, carries -0.258; number 2, C, carries -0.078